# 1
The following is a quantum chemistry calculation of an isolated molecule of C7H10, from OMol25.

Atoms and positions in Å:
C 0.07 1.39 0.21
C -1.15 0.58 -0.21
C -2.22 -0.46 0.10
C -0.71 -0.78 0.11
C 0.77 -0.87 -0.48
C 1.85 -0.57 0.48
C 1.31 0.57 -0.34
H 0.00 2.46 -0.08
H 0.24 1.48 1.35
H -1.06 0.64 -1.32
H -2.51 -0.45 1.12
H -2.90 -0.65 -0.70
H -0.55 -0.64 1.15
H 0.99 -1.56 -1.35
H 2.94 -0.98 0.32
H 1.40 -0.54 1.46
H 1.93 1.02 -1.08

LUMO level (eV): 1.2
Calculated total energy (eV): -7416.0254
HOMO-LUMO gap (Ha): 0.370
SMILES: C1[C@@H]2C[C@H]2[C@@H]2C[C@H]12
Maximum force (eV/A): 3.33



# 2
The following is a quantum chemistry calculation of a cluster of 40 separate species, H80O40 in total, from OMol25.

Atoms and positions in Å:
H 3.89 3.13 2.50
H 3.58 4.58 3.11
O 4.23 4.02 2.77
H 1.62 1.31 -3.32
H 2.79 2.30 -3.85
O 1.89 2.12 -3.77
H -1.19 -1.15 -1.13
H -2.18 -0.47 -0.24
O -1.81 -0.38 -1.21
H -2.72 -1.78 -4.17
H -2.99 -3.07 -3.31
O -2.77 -2.69 -4.15
H 0.56 -1.80 -3.45
H 0.67 -1.87 -1.99
O 0.07 -2.04 -2.65
H 1.27 3.17 0.86
O 1.50 3.67 1.70
H 2.18 -0.17 2.94
O 2.61 -0.49 1.99
H 2.74 -0.75 4.07
H 2.73 -0.08 5.58
O 3.10 -0.13 4.70
H -2.60 4.99 -0.31
H -2.29 6.39 -0.30
O -3.07 5.84 -0.23
H 0.78 -5.29 2.79
H -0.58 -4.83 3.39
O 0.11 -5.46 3.48
H 5.95 -2.29 1.36
H 5.68 -0.99 0.60
O 5.76 -1.96 0.47
H 0.65 1.90 0.05
O 0.50 1.48 0.92
H 1.37 -4.66 -3.92
H 2.83 -4.69 -3.39
O 2.32 -4.66 -4.21
H 3.83 5.29 -0.65
H 2.97 5.47 0.68
O 3.01 5.61 -0.24
H 4.91 2.84 -0.54
H 5.37 4.09 0.29
O 5.09 3.79 -0.56
H 0.41 -3.13 0.70
H 0.63 -3.21 2.17
O 1.02 -3.49 1.35
H -1.66 0.51 5.75
H -1.48 2.10 5.50
O -2.04 1.33 5.68
H -3.70 4.08 0.86
H -2.96 2.83 0.80
O -3.60 3.26 1.32
H 1.42 4.96 -0.58
O 0.54 5.08 -0.27
H 2.31 -1.25 -5.28
H 1.97 0.04 -4.50
O 2.71 -0.61 -4.67
H -0.23 -2.03 6.50
O -0.91 -1.77 5.78
H 0.05 -1.06 4.48
H 0.11 -1.28 2.82
O 0.09 -0.62 3.54
H -3.58 -0.34 -1.52
H -4.84 0.64 -1.38
O -4.15 0.35 -2.01
H 1.03 -6.31 0.07
H 0.05 -6.29 1.33
O 0.15 -6.19 0.42
H 0.18 3.84 -3.81
H -0.87 3.88 -5.01
O -0.43 4.39 -4.31
H 4.46 -5.02 1.50
H 2.92 -5.33 1.86
O 3.67 -5.48 1.32
H 4.17 1.71 -1.68
H 3.43 1.53 -0.38
O 3.59 2.14 -1.07
H -5.48 0.20 0.51
H -4.90 -0.20 2.07
O -5.10 0.34 1.35
H -1.51 3.05 -1.20
H -0.95 4.44 -0.67
O -1.46 3.65 -0.52
H -2.86 2.23 2.91
H -2.13 1.09 3.53
O -2.43 1.35 2.66
H -3.24 -4.16 2.43
H -3.06 -4.68 3.77
O -3.17 -3.86 3.32
H -4.11 -2.64 0.32
O -4.48 -1.78 0.17
H -2.40 -4.13 -0.83
H -2.93 -2.86 -1.60
O -2.61 -3.19 -0.78
H 0.51 5.00 0.70
H 1.60 2.92 2.36
H -1.78 -2.17 6.06
H 1.98 -1.07 1.53
H -0.41 1.89 1.14
H -4.04 -0.97 0.06
O -1.42 -2.37 1.65
H -2.11 -1.94 2.16
H -1.90 -2.89 0.97
O 0.05 0.99 -5.28
H -0.77 1.08 -4.84
H 0.39 1.46 -5.97
O 0.46 -0.99 -0.06
H 0.08 -0.08 0.02
H 1.42 -0.97 -0.23
O -1.62 1.65 -3.06
H -2.51 1.40 -2.64
H -1.55 2.53 -2.73
O 2.17 -2.61 -1.05
H 2.94 -2.39 -1.51
H 2.30 -2.98 -0.18
O 0.44 0.59 -2.10
H -0.39 0.50 -2.73
H 0.08 0.04 -1.37
O -3.75 1.30 -4.88
H -3.54 0.65 -4.24
H -4.61 1.02 -5.19

LUMO level (eV): -1.0
Calculated total energy (eV): -83192.8000
HOMO-LUMO gap (Ha): 0.347
Maximum force (eV/A): 4.69



# 3
The following is a quantum chemistry calculation of a structure of composition C10H34AgN14O11, from OMol25.

Atoms and positions in Å:
Ag 0.30 0.82 -3.21
C -0.12 -0.21 -0.64
O -1.07 0.05 -1.46
O -0.25 -0.36 0.57
O 1.02 -0.21 -1.25
C -0.56 -4.23 3.65
C -0.97 -3.14 2.68
O 0.10 -2.96 1.72
H 0.49 -4.18 3.95
H -0.70 -5.24 3.24
H -1.16 -4.13 4.55
H -0.99 -2.18 3.21
H -1.91 -3.39 2.20
H 0.00 -2.07 1.37
C 2.53 0.50 2.94
O 3.20 1.03 3.82
N 3.07 -0.22 1.92
N 1.17 0.53 2.93
H 2.46 -0.62 1.24
H 4.07 -0.34 1.87
H 0.66 0.91 3.71
H 0.65 0.12 2.17
C 3.29 -3.39 -0.86
O 3.93 -4.37 -0.54
N 3.74 -2.46 -1.78
N 2.08 -3.10 -0.35
H 3.15 -1.66 -1.92
H 4.73 -2.38 -1.86
H 1.65 -3.70 0.34
H 1.54 -2.31 -0.66
C -3.96 -1.84 -0.30
O -5.06 -2.30 -0.10
N -3.57 -0.54 -0.04
N -2.92 -2.58 -0.83
H -2.62 -0.36 -0.33
H -4.14 0.07 0.52
H -3.08 -3.55 -0.99
H -2.01 -2.18 -0.99
C -4.65 2.62 -2.20
O -5.20 3.67 -2.48
N -3.36 2.32 -2.58
N -5.29 1.58 -1.59
H -2.93 2.96 -3.22
H -2.81 1.56 -2.23
H -4.80 0.70 -1.50
H -6.28 1.65 -1.50
C -2.28 2.12 2.37
O -2.72 2.94 3.15
N -2.40 0.77 2.56
N -1.66 2.39 1.19
H -1.97 0.12 1.93
H -2.63 0.56 3.52
H -1.67 3.29 0.76
H -1.25 1.59 0.75
C 1.23 3.25 -0.81
O 1.05 2.61 -1.85
N 1.20 4.62 -0.77
N 1.54 2.65 0.37
H 1.51 5.01 0.10
H 1.64 5.00 -1.60
H 1.49 1.66 0.52
H 1.39 3.22 1.19
C 3.57 0.90 -3.52
O 2.44 0.99 -4.01
N 4.67 0.79 -4.30
N 3.77 0.99 -2.19
H 4.54 0.81 -5.29
H 5.56 0.71 -3.84
H 2.91 1.12 -1.67
H 4.68 1.04 -1.77

LUMO level (alpha / beta) (eV): -1.3 / -4.5
⟨S²⟩: 0.760
Calculated total energy (eV): -58311.1388
Spin multiplicity: 2
HOMO-LUMO gap (alpha / beta) (Ha): 0.315 / 0.198
Maximum force (eV/A): 1.39



# 4
The following is a quantum chemistry calculation of the ion C5H7O3P with charge -2, from OMol25.

Atoms and positions in Å:
C 1.47 1.07 -1.25
C 1.56 0.80 -0.08
C 1.55 -0.59 0.73
C 0.19 -0.92 1.01
C -0.77 -1.36 0.15
O -2.10 -1.17 0.15
P -2.84 0.82 -0.06
O -3.74 0.92 1.14
O -3.50 0.50 -1.40
H 1.05 2.01 -1.83
H 1.68 0.24 -2.00
H 1.43 1.60 0.69
H 2.05 -1.16 -0.03
H 2.32 -0.55 1.59
H -0.10 -0.43 1.91
H -0.22 -1.79 -0.72

LUMO level (eV): 6.3
Charge: -2
Calculated total energy (eV): -20726.4370
HOMO-LUMO gap (Ha): 0.174
SMILES: C=CC/C=C/OP([O-])[O-]
Maximum force (eV/A): 11.66